(1)
Formula: C19H23BI2N2O3Os
Source: OMol25
Level of theory: ωB97M-V with the def2-TZVPD basis set

As for the expectation value of S²: 6.03. The orbital gap (alpha / beta) comes out at 8.452 / 5.392 eV. For the lowest unoccupied orbital energy (alpha / beta), the calculation gives -0.219 / -0.335 Ha.

Structure (ORCA input):
```
! RIJCOSX wB97M-V def2-TZVPD def2/J DEFGRID3
* xyz 2 5
Os -0.1443 0.8883 0.5205
I 5.7648 5.5672 -0.9680
C 4.4261 4.0458 -0.4957
C 4.8851 2.8752 0.1103
C 3.9851 1.8850 0.4127
I 4.6057 0.1150 1.3236
C 2.5907 2.0231 0.1117
O 1.7895 1.0661 0.4278
C 2.1462 3.2333 -0.5138
C 0.7049 3.4251 -0.9229
N -0.2589 3.1102 0.1674
C -1.6554 3.4851 -0.1530
C -2.6387 2.3489 0.0331
C -3.9874 2.5817 -0.1661
C -4.8931 1.5458 -0.0147
C -4.4161 0.2926 0.3520
C -3.0652 0.1184 0.5285
N -2.1735 1.1234 0.3646
C 3.0599 4.2134 -0.7943
H 5.9333 2.7500 0.3422
H 0.4702 2.7741 -1.7720
H 0.5725 4.4567 -1.2538
H 0.0395 3.5889 1.0144
H -1.7106 3.8087 -1.1942
H -1.9745 4.3307 0.4572
H -4.3190 3.5749 -0.4390
H -5.9495 1.7128 -0.1751
H -5.0881 -0.5410 0.4966
H -2.6579 -0.8386 0.8269
H 2.7340 5.1331 -1.2634
C 0.4802 -4.0403 1.8871
C -0.2779 -3.2545 0.8395
C -1.7510 -3.6422 0.8475
O -0.2263 -1.8183 1.1934
B -0.0248 -1.1367 0.0354
O 0.1981 -1.8777 -1.0530
C 0.3663 -3.2700 -0.6001
C -0.3194 -4.1777 -1.5996
C 1.8667 -3.5281 -0.5865
H -0.0546 -3.9998 2.8353
H 1.4843 -3.6512 2.0398
H 0.5495 -5.0852 1.5826
H -2.1673 -3.4235 1.8313
H -1.8670 -4.7082 0.6584
H -2.3114 -3.0902 0.0908
H -1.3645 -3.9117 -1.7428
H -0.2594 -5.2156 -1.2706
H 0.1857 -4.0967 -2.5610
H 2.3730 -2.8763 0.1270
H 2.2631 -3.3239 -1.5803
H 2.0813 -4.5664 -0.3377
*
```


(2)
Formula: C19H23BIN10Ti
Source: OMol25
Level of theory: ωB97M-V with the def2-TZVPD basis set

The orbital gap comes out at 5.137 eV. For the lowest unoccupied orbital energy, the calculation gives -0.437 Ha.

Structure (ORCA input):
```
! RIJCOSX wB97M-V def2-TZVPD def2/J DEFGRID3
* xyz 3 1
Ti 1.3829 -0.2905 -0.5464
C 2.9381 0.6836 2.5991
C 1.4827 0.4055 2.4644
C 0.5046 0.4210 3.4211
C -0.6850 0.0467 2.7774
N -0.4415 -0.1853 1.4991
N 0.8995 0.0489 1.2581
B -1.4311 -0.6818 0.3688
N -1.2578 0.3714 -0.7980
C -2.1905 1.0567 -1.4370
C -1.5931 1.8454 -2.4319
C -0.2479 1.6035 -2.3612
C 0.8545 2.1498 -3.1973
N -0.0288 0.7002 -1.3325
N -0.8155 -2.0323 -0.1692
C -1.2902 -3.2741 -0.2589
C -0.3314 -4.1171 -0.8153
C 0.7667 -3.3242 -1.0605
C 2.0944 -3.6629 -1.6429
N 0.4798 -2.0518 -0.6667
N -2.8193 -0.6921 0.8431
C -3.8913 -1.5471 0.9000
C -4.9434 -0.8700 1.4272
C -4.4539 0.4373 1.7060
C -5.1962 1.5824 2.2999
N -3.1861 0.5383 1.3572
H 3.2172 0.6183 3.6483
H 3.1873 1.6926 2.2648
H 3.5498 -0.0305 2.0450
H 0.6195 0.6566 4.4656
H -1.6881 -0.0655 3.1570
H -3.2240 0.9481 -1.1481
H -2.1026 2.4990 -3.1198
H 0.4363 2.5727 -4.1079
H 1.5761 1.3831 -3.4852
H 1.3817 2.9548 -2.6817
H -2.2814 -3.5128 0.0820
H -0.4352 -5.1713 -1.0076
H 2.1390 -4.7226 -1.8828
H 2.9047 -3.4592 -0.9369
H 2.2723 -3.1138 -2.5718
H -3.8712 -2.5623 0.5482
H -5.9347 -1.2521 1.5983
H -6.2203 1.2945 2.5245
H -5.2222 2.4263 1.6111
H -4.7238 1.9125 3.2244
I 6.9113 1.9640 -2.3244
C 5.0292 1.7212 -1.5422
C 4.2323 2.6951 -0.9291
N 3.0852 2.1303 -0.5604
N 3.0652 0.8062 -0.8949
C 4.2636 0.5699 -1.4953
H 4.4248 3.7411 -0.7404
H 2.3037 2.5612 -0.0862
H 4.5041 -0.4187 -1.8583
*
```


(3)
Formula: C19H23BeNO3SSe
Source: OMol25
Level of theory: ωB97M-V with the def2-TZVPD basis set

The orbital gap comes out at 7.173 eV. For the lowest unoccupied orbital energy, the calculation gives 0.001 Ha.

Structure (ORCA input):
```
! RIJCOSX wB97M-V def2-TZVPD def2/J DEFGRID3
* xyz 0 1
Be 1.5544 -0.6471 -0.5282
O 4.9109 -1.5096 0.4342
C 3.7169 -1.3643 0.2895
O 3.0583 -1.1367 -0.8117
C 2.7865 -1.4032 1.4922
C 3.2028 -1.5807 2.7948
C 2.2534 -1.4777 3.7999
C 0.9295 -1.2148 3.4661
C 0.5919 -1.0671 2.1342
N 1.5109 -1.1579 1.1734
H 4.2483 -1.7788 2.9876
H 2.5402 -1.5930 4.8376
H 0.1682 -1.1223 4.2285
H -0.4264 -0.8761 1.8126
O 1.6956 1.0586 -0.3235
S 2.6138 1.7408 -1.3627
C 3.5714 2.8782 -0.3420
C 2.5416 3.8944 0.1305
C 1.8535 4.3581 -1.1547
C 1.5960 3.1047 -2.0112
H 4.3205 3.3269 -1.0007
H 4.0651 2.2974 0.4356
H 2.9934 4.7153 0.6858
H 1.8256 3.3919 0.7819
H 2.5147 5.0387 -1.6940
H 0.9258 4.8905 -0.9498
H 1.8427 3.2394 -3.0639
H 0.5823 2.7218 -1.9367
C -5.9022 -1.4706 -0.1305
C -4.4235 -1.4272 -0.4229
C -3.7064 -2.5800 -0.7078
C -2.3613 -2.5467 -1.0689
C -1.6445 -3.8463 -1.3395
C -1.7056 -1.3076 -1.1538
Se 0.0671 -1.2943 -1.9335
C -2.3931 -0.1393 -0.7930
C -1.7414 1.2166 -0.7732
C -3.7377 -0.2219 -0.4396
H -6.2692 -2.4965 -0.1102
H -6.4566 -0.9314 -0.9009
H -6.1349 -1.0039 0.8288
H -4.2073 -3.5425 -0.6536
H -2.3239 -4.6916 -1.2188
H -0.8048 -3.9675 -0.6520
H -1.2273 -3.8659 -2.3461
H -0.6720 1.1315 -0.6138
H -2.1709 1.8312 0.0220
H -1.9061 1.7357 -1.7245
H -4.2667 0.6909 -0.1737
*
```